Record 1
Molecular formula: C30H63BN7O11
Method: DFT, ωB97M-V/def2-TZVPD

XYZ file:
```
112
Properties=species:S:1:pos:R:3:forces:R:3
H 2.782333 0.529738 -1.301711 -0.244 -0.084 -0.247
H -1.740433 5.643319 -2.645477 0.034 0.001 -0.018
C -1.465879 2.617075 2.304924 -0.169 0.789 -0.687
H -2.476423 -7.369127 2.121738 0.081 0.021 -0.035
C -1.062386 1.891235 0.993199 -0.418 -0.168 0.335
H 3.902571 0.347033 0.702496 -0.401 -0.263 0.297
H 0.867039 -2.341323 4.442122 0.248 -0.077 0.531
N -3.797310 -3.047777 -4.198125 -0.070 -0.166 -0.347
H -6.575772 -0.194396 -3.451149 -0.188 0.102 0.055
H -3.749862 0.511542 0.311724 0.056 0.000 -0.108
H -0.597796 3.010498 2.865539 -0.236 -0.624 -0.062
N -4.622192 0.272833 -2.918531 -0.075 -0.023 0.273
H 6.976639 6.384956 -0.580955 0.025 0.174 0.160
C 1.811698 -0.145037 1.148093 0.005 1.282 0.011
H -5.315674 -0.076817 -0.266429 -0.094 0.144 0.016
O 0.935026 -0.729163 2.077052 0.961 -1.299 -0.862
O 2.648466 2.346818 1.376965 0.568 -0.287 0.284
H -4.126636 0.009320 -3.756419 -0.061 0.054 -0.017
H 2.662886 0.073924 4.573779 -0.407 -0.173 -0.042
H 5.968692 7.637973 -1.337510 0.076 0.118 0.187
N 2.699822 4.076381 3.061437 0.333 1.194 1.458
C 1.476205 1.408979 1.475264 -0.474 -0.433 0.840
C -0.572264 5.726748 -4.415956 -0.422 0.178 0.328
C -1.206428 -5.647746 0.778418 0.033 0.005 -0.023
C 2.922649 -5.212505 1.342310 1.172 -0.322 0.357
C 1.597973 -1.810116 5.076616 0.702 0.761 -0.388
H 1.160670 0.273732 5.493620 0.299 -0.065 -0.495
H -0.334576 6.789538 -4.330436 0.097 -0.003 -0.225
C -0.365099 4.221127 -2.392957 -0.063 -0.150 0.223
H 3.216481 6.386627 0.240095 0.101 0.011 0.149
O -5.865910 -3.569732 -4.882742 0.019 -0.034 -0.118
C 4.121275 5.013614 -1.132371 -0.120 -0.121 0.002
C 3.891071 -1.758065 1.152838 0.004 0.277 0.995
O 3.645911 4.176266 -1.884805 0.071 0.078 -0.052
H 0.597665 3.203897 0.689792 -0.094 -0.476 -0.140
O -2.678215 -0.117163 -1.882695 -0.056 -0.117 -0.065
H 2.731011 -2.743981 2.783138 0.125 0.285 -0.432
O 3.772671 -4.112149 1.634248 -0.559 0.169 -0.496
H 1.412066 -1.939462 6.157908 -0.213 -0.086 -0.489
H -2.271237 2.639637 6.363465 -0.051 -0.198 -0.519
C 1.401560 -0.646347 -0.259907 -0.412 0.233 -0.786
H 1.191092 -1.732663 -0.244076 0.225 0.509 0.328
C -0.187179 -6.758756 0.837643 0.221 0.011 -0.133
H -2.218337 -9.082811 1.739649 -0.199 0.046 0.113
H -1.705969 2.295864 0.193809 0.376 -0.285 0.208
H 5.477988 6.914863 0.207465 -0.043 -0.078 -0.046
H 0.557730 1.890271 -0.484079 -0.009 -0.027 0.544
O 0.909225 -6.659841 0.312944 -0.495 -0.430 -0.196
O -2.277516 1.731171 3.117487 0.240 0.244 0.121
O -0.808205 3.914477 -1.298769 -0.098 0.273 -0.308
C 1.619573 -0.291655 4.647775 -0.476 -0.604 0.882
H 4.088426 -1.919558 0.082016 -0.232 -0.041 0.411
N -0.528901 -7.895734 1.507034 -0.128 0.267 -0.086
H -1.416042 5.607401 -5.099789 0.144 0.054 -0.188
H -6.103853 1.499236 -3.705557 -0.213 0.037 0.081
C 0.410449 2.116956 0.583975 -0.117 0.234 0.893
C -3.846794 0.223612 -1.797681 0.329 -0.014 0.040
H -2.013809 -1.982598 -4.294207 0.200 -0.078 0.035
C 2.666045 3.147780 2.396854 -0.179 -0.941 -2.196
H -6.444327 0.908962 -2.066691 0.104 -0.018 0.015
C -2.000469 1.943293 5.553035 0.532 -0.087 -0.106
H 1.632778 4.242805 -3.173052 0.046 -0.126 -0.062
H 0.540441 3.056389 -3.948236 0.065 0.066 -0.045
C 3.515724 5.336863 0.209726 0.018 0.007 -0.261
B 0.743585 0.056608 3.315493 0.460 0.476 -0.268
H 2.609632 -2.226158 4.895498 -0.596 -0.104 0.001
C -2.706611 2.340735 4.244798 0.983 -0.876 1.555
C -6.019315 0.645492 -3.029862 0.280 -0.178 -0.444
H 2.077122 -3.013129 1.155025 0.399 0.212 0.246
H -0.461672 0.091633 3.435163 -0.124 -0.163 0.659
H 2.635214 4.723160 0.367041 0.065 -0.034 -0.104
C 3.015745 -2.883953 1.726314 0.215 -0.367 -0.124
H -3.430297 -5.186470 -5.903382 0.115 0.074 -0.095
H -4.838122 1.630231 -0.520091 -0.128 -0.059 0.070
C 5.950137 6.717474 -0.749413 0.144 -0.192 -0.484
H 0.288242 5.200251 -4.816098 -0.018 -0.031 0.094
H 4.860592 -1.817639 1.693175 -0.370 -0.064 -0.391
C -2.345442 -3.020907 -4.249699 -0.223 0.247 0.357
H -4.872837 -4.786363 -6.845878 -0.053 0.065 0.105
H 0.197718 -8.594440 1.507740 -0.025 0.023 0.027
H -3.491134 -3.681887 -6.866594 0.123 -0.111 0.021
H -1.447622 -5.303095 1.785087 -0.128 0.010 -0.053
N -0.950889 5.224167 -3.111456 0.198 -0.170 -0.036
H -2.264501 0.925768 5.886092 0.101 0.280 -0.414
O -3.586764 3.137458 4.284205 -1.131 0.975 -0.583
H -4.257900 -2.576760 -3.432873 0.112 0.015 0.031
H 4.230292 5.126219 1.005226 -0.105 0.125 0.094
N 2.441936 -0.425522 -1.282924 0.340 -0.161 0.464
H 0.457580 -0.176663 -0.613000 0.227 -0.218 0.698
H -1.952552 -3.475689 -3.339668 0.198 0.037 -0.085
C 0.826053 3.529599 -3.005788 -0.148 0.013 -0.086
H 3.576539 -6.040408 1.001607 -0.306 0.345 0.176
C -4.658048 -3.637975 -5.065330 -0.210 0.130 0.245
H -1.961977 -3.557258 -5.112277 -0.111 -0.019 0.003
C -4.485761 0.598161 -0.483949 0.092 -0.035 0.012
H -2.111074 -5.992535 0.274027 -0.075 0.049 0.127
H -2.106713 3.497778 2.081600 0.342 -0.413 -0.051
H -1.331701 0.825168 1.127381 0.439 0.408 -0.103
O 1.276498 1.393309 2.851954 -0.756 0.590 -1.387
H -0.902215 1.970573 5.416027 -0.508 -0.170 -0.054
H 1.183975 2.762224 -2.326941 -0.006 0.100 0.037
H 3.568226 0.056592 2.403188 -0.190 -0.401 -0.363
C 3.341803 -0.319962 1.386937 0.006 -0.407 -0.059
C -4.067437 -4.370035 -6.246375 -0.061 -0.036 -0.044
C -1.772853 -8.192585 2.189100 0.445 -0.332 -0.020
H -1.559433 -8.396424 3.240268 -0.233 0.023 0.047
H 5.597700 5.434179 -2.403816 0.022 0.003 0.047
N 5.243686 5.697214 -1.497399 -0.212 -0.013 0.162
H 2.432392 -5.559835 2.275069 -0.240 0.175 -0.520
H -0.792822 -4.813562 0.217755 0.085 -0.071 0.043
H 2.218006 -5.014187 0.528211 0.143 0.191 0.466
H 2.166658 -0.758778 -2.197044 -0.072 0.336 0.089
```
Positions in Å, forces in eV/Å.

As for the multiplicity: 1. Its total charge is -1. The calculation puts the HOMO-LUMO gap at 6.77 eV. The total energy comes out at -2416.7915 hartree.

Here are the Löwdin charges for atoms 1 to 4, given in e: 0.066 0.134 -0.142 0.072

---

Record 2
Molecular formula: C30H63FNO7PS3
Method: DFT, ωB97M-V/def2-TZVPD

XYZ file:
```
106
Properties=species:S:1:pos:R:3:forces:R:3
H 4.648041 -0.744097 1.177906 -0.047 0.007 -0.072
H 3.083427 3.035134 -1.360401 0.092 -0.034 -0.078
H -2.246005 -6.395927 0.840385 0.155 0.151 0.016
H 2.266317 8.812381 -6.442322 0.006 0.000 -0.001
H -3.336439 -3.378335 -4.909258 0.002 -0.009 0.001
H 0.577519 -2.919667 -1.791072 -0.015 0.005 0.006
H -4.984220 -1.772098 -4.049236 0.017 0.004 -0.003
C 3.523570 0.076154 2.844796 0.287 -0.036 -0.143
H 2.742250 0.174943 4.830525 0.153 -0.022 0.049
H -0.873418 -4.056743 1.658463 -0.056 0.007 -0.033
S -2.443809 -0.947056 -2.403311 0.011 0.037 -0.065
H 0.798390 5.352371 -4.481044 -0.020 0.004 0.076
C -4.097346 -1.574556 -2.086408 -0.184 -0.108 -0.040
S 0.603416 7.517539 -3.518647 0.048 -0.030 -0.207
H 2.962645 -4.904441 -0.182881 0.096 0.039 -0.060
H 4.522953 0.463279 3.058985 -0.080 0.106 0.056
H 2.037942 -4.017672 6.174331 -0.176 -0.002 0.037
C 3.446452 1.321261 -0.058577 -0.076 -0.132 -0.126
H 3.022733 8.472273 -4.886080 -0.007 0.016 0.004
H -2.465436 4.455453 -1.403969 0.025 -0.039 0.028
C 2.953810 1.949658 -1.345247 -0.249 -0.011 0.265
H -1.168807 -2.045701 -4.077408 0.022 0.060 0.056
C -4.478865 -2.405253 -3.317041 0.024 0.011 -0.005
C 1.629057 -3.714286 5.207325 -0.035 0.102 0.165
H 2.860194 6.296661 -6.039356 -0.004 -0.008 -0.004
C 1.310083 -2.202730 5.215700 -0.001 -0.177 -0.553
H 2.423534 -3.909726 4.479363 0.089 -0.006 0.102
C 2.136621 8.288050 -5.496946 0.006 -0.049 0.032
H 0.507340 -5.554411 5.320502 -0.077 0.023 0.012
C -1.669076 5.122168 -1.065839 -0.064 -0.002 0.075
H -4.041162 -2.184738 -1.187501 0.039 -0.022 0.059
C 1.944338 6.778937 -5.702162 -0.012 0.028 0.018
H -4.027695 -3.144207 2.487769 -0.016 0.033 -0.063
H -4.755179 -0.725500 -1.918656 0.048 0.024 0.037
H -3.214034 -4.755640 -0.448464 -0.170 -0.022 -0.015
F 3.646777 1.415227 -2.439899 0.029 0.039 -0.047
H -2.308775 3.435552 1.071310 0.028 -0.028 -0.011
H -0.302553 3.651577 -1.957596 0.061 -0.065 0.062
O 1.092633 4.172155 1.052667 0.047 -0.052 0.039
H 2.884984 -3.916641 1.298433 0.000 -0.075 -0.020
C 0.417555 -4.583549 4.827558 0.295 -0.290 -0.232
H 1.945045 -2.240484 3.170789 0.020 0.131 -0.017
H -5.644739 -2.738425 1.882219 -0.030 -0.081 0.007
H 0.497738 -5.827304 3.026151 0.026 0.021 -0.026
H -2.903934 5.791434 0.611055 -0.002 0.004 0.001
H -5.378099 -4.254409 2.780270 0.001 0.047 0.019
H -1.687526 6.006400 -1.695537 0.003 0.008 -0.026
H -2.912458 -5.148041 3.526432 0.068 0.115 0.014
H 1.380412 0.439213 0.660339 -0.155 -0.013 0.046
C -2.215630 -1.767283 -3.977736 -0.030 -0.133 -0.117
H 1.008496 9.732957 -4.265603 -0.041 -0.029 0.067
H 0.224169 -2.096386 5.265935 0.033 0.061 0.317
H 2.316173 5.905896 -3.729086 -0.020 0.045 0.049
O -0.137824 2.164186 0.224282 0.028 0.035 0.145
C 3.005969 -0.609883 4.113481 -0.174 0.052 0.036
H 1.022980 -2.100552 1.336472 0.095 0.017 -0.045
C 1.767471 -1.475121 3.928969 -0.184 -0.091 0.193
H -1.334246 4.360018 2.249939 0.068 -0.044 -0.008
C -1.882883 5.467831 0.414427 0.069 -0.022 -0.039
C -2.158227 -5.412040 2.781602 0.120 -0.151 -0.118
H 4.521779 1.142180 -0.162987 -0.003 0.070 0.063
C -3.177146 -2.950075 -3.920937 -0.022 0.030 0.046
H 3.800393 -1.197287 4.586289 0.010 -0.080 -0.115
C -1.543117 4.201311 1.194424 -0.140 0.135 0.025
H -1.210698 6.276859 0.708610 -0.003 -0.003 0.012
O -0.804341 7.209499 -3.455252 -0.020 0.039 0.102
O -4.693915 -4.215252 0.826070 0.033 0.292 -0.168
H -5.163994 -3.206235 -3.044258 -0.009 0.004 0.009
O -2.482121 0.481936 -2.583795 0.065 0.007 0.044
P 2.475968 -0.337381 0.252476 0.302 0.176 -0.093
H 0.427896 -1.542755 -0.232358 0.032 0.050 0.116
C 1.479540 6.191721 -4.364167 0.088 -0.080 -0.173
C 0.296919 -4.787953 3.297456 -0.218 0.458 -0.007
C 2.959150 -3.889832 0.207845 -0.138 0.168 0.226
C -3.324526 -4.531420 0.613177 0.058 -0.121 0.185
H 3.521100 -1.879612 1.875058 -0.111 -0.001 -0.081
C -2.863479 -5.733009 1.450911 -0.210 0.110 0.120
C -0.316314 4.409277 -1.177155 -0.161 0.166 -0.178
S -0.058679 3.594310 0.402895 0.005 -0.111 -0.178
H -2.723667 -3.637483 0.811131 0.079 -0.029 -0.020
H 3.904285 -3.393135 -0.030616 0.007 -0.073 -0.049
H -1.700822 -6.338957 3.142236 -0.125 -0.017 0.024
H 1.182534 6.608191 -6.465098 -0.012 0.012 0.010
H 2.677403 -0.624835 -1.131746 0.044 -0.073 -0.004
O 1.329456 7.864006 -2.323577 -0.092 -0.025 0.090
H 0.018004 8.788500 -5.413387 -0.020 -0.014 0.024
H -2.765310 -3.731276 -3.278895 0.027 -0.003 -0.003
C 0.891097 8.772453 -4.761691 0.123 0.077 -0.124
C -4.944413 -3.558198 2.055414 0.023 -0.104 0.024
H 0.507136 5.109651 -1.317761 0.006 0.013 0.103
C 3.642072 -0.836771 1.590112 0.111 0.009 0.254
H -3.776663 -6.293867 1.674982 0.088 -0.128 -0.092
H 1.739667 -1.733063 6.102087 -0.028 0.113 -0.038
N 1.341628 -3.531122 -1.500608 0.031 -0.005 -0.065
C -1.047716 -4.344732 2.696344 0.066 -0.280 0.264
H 2.915499 0.956066 2.626086 -0.107 -0.082 0.010
H -1.366533 -3.450221 3.240823 0.019 0.139 -0.243
H 0.944779 -0.856687 3.555858 0.090 0.067 -0.086
C 1.318392 -1.888429 0.302039 -0.114 -0.190 0.063
O -1.533045 -1.538134 -1.451347 -0.048 0.042 -0.003
H -2.492230 -1.056741 -4.756414 -0.001 0.016 0.013
H 1.067606 -4.182746 2.813370 0.057 -0.125 0.000
H 3.279936 2.024788 0.761433 0.059 0.002 -0.012
H -0.496490 -4.115413 5.202100 0.011 -0.066 0.097
H 1.889298 1.731592 -1.508647 0.048 0.019 -0.036
C 1.811038 -3.115520 -0.389632 -0.081 -0.052 -0.071
```
Positions in Å, forces in eV/Å.

As for the multiplicity: 1. The calculation puts the HOMO-LUMO gap at 7.86 eV. The total energy comes out at -3397.9483 hartree.

Here are the Löwdin charges for atoms 1 to 4, given in e: 0.081 0.107 0.112 0.115